23
Properties=species:S:1:pos:R:3:forces:R:3:mulliken_charge:R:1 method="wB97M-V/def2-TZVPD" de_lowest_kj_mol=102.2 fmax_ha_per_bohr=0.0312 total_charge=0 homo_lumo_gap_ev=10.189 e_homo_ha=-0.34493 e_tot_ha=-421.76134
H -0.497060 0.422176 -2.154861 0.04 0.07 -0.05 0.287
H 2.733884 0.332553 -0.215602 0.17 -0.09 -0.05 0.327
H 2.238712 0.278699 -1.906331 -0.02 0.14 -0.05 0.339
N -0.936088 -1.894997 0.187287 -0.12 -0.47 0.34 -0.605
N -0.252649 1.869270 0.509199 -0.53 0.32 0.25 -0.406
H 1.444559 -1.523105 0.358383 0.02 -0.10 -0.09 0.333
H -2.038922 0.027364 -1.363079 -0.02 0.06 0.03 0.341
H -0.473292 -0.838147 2.283897 0.02 0.00 0.00 0.355
H 1.450817 -1.846857 -1.376004 0.13 -0.09 0.09 0.451
H 0.545992 2.298908 0.945612 0.03 -0.13 0.00 0.254
H 1.179878 1.053162 -0.642511 1.06 -0.98 -0.69 0.231
O -2.138333 0.715617 0.946017 -0.22 -0.13 0.04 -0.606
H -1.342025 -1.080324 -2.535963 0.09 -0.02 -0.06 0.382
H -0.780574 2.458601 -0.117972 -0.07 -0.01 0.13 0.199
C -0.194599 0.211107 2.280487 -0.19 -0.04 0.01 -1.179
C -0.971856 0.915239 1.196972 0.11 0.78 0.44 0.660
C 1.176460 -1.111731 -0.614539 -1.21 -0.24 0.04 -0.538
H -1.951038 -1.953979 0.102866 0.03 0.30 -0.16 0.276
C -1.101387 -0.377769 -1.736156 -0.08 -0.04 0.00 -1.246
C -0.387318 -1.116420 -0.637299 1.32 -0.44 -0.57 0.497
H 0.876362 0.307941 2.130451 0.14 -0.02 0.03 0.344
H -0.463407 0.647346 3.240597 -0.02 0.09 0.08 0.334
C 1.881882 0.205350 -0.881452 -0.67 1.04 0.24 -1.031

63
Properties=species:S:1:pos:R:3:forces:R:3:mulliken_charge:R:1 method="wB97M-V/def2-TZVPD" de_lowest_kj_mol=283.8 fmax_ha_per_bohr=0.0111 total_charge=0 homo_lumo_gap_ev=8.951 e_homo_ha=-0.30569 smiles="COc1cccc(CN2CCNC(=O)[C@@H]2CC(=O)N(C)CC2CCOCC2)c1OC" e_tot_ha=-1398.57168
H -1.271339 3.681799 -3.754562 0.08 -0.01 -0.09 0.276
H -0.509486 -3.712595 -2.531954 -0.03 0.03 0.07 0.403
C -1.792755 4.300594 -3.024411 -0.44 -0.17 0.13 -0.567
H 5.635388 -2.978098 2.842052 -0.03 -0.02 0.04 0.367
C 2.389013 -0.451590 3.204669 -0.09 0.06 -0.03 -1.297
H -1.007044 -3.145447 2.025961 -0.04 0.17 0.07 0.527
C -3.933928 4.618865 -1.171168 0.12 0.10 0.38 -0.647
O -0.100445 1.916341 0.872396 -0.28 -0.06 0.40 -0.700
H 1.554670 -5.218008 3.768559 0.00 0.01 -0.03 0.342
H -3.425876 4.812153 -4.368267 0.00 -0.12 0.04 0.366
C 0.242002 1.510128 -0.227800 0.41 -0.12 -0.26 -0.094
O 1.124769 -4.222184 1.996558 0.26 0.48 -0.16 -0.408
H 5.518024 -4.670496 3.380808 0.02 0.09 0.03 0.245
H -0.065618 -3.903053 0.007850 0.03 0.05 -0.08 0.414
C -3.277762 4.349562 -3.389533 0.28 0.00 -0.29 -0.717
H 2.505297 -5.737359 2.354949 -0.15 0.03 0.07 0.287
H -1.351892 -1.412705 2.224371 0.02 -0.06 0.04 0.602
H -4.354851 3.601383 -1.141187 -0.01 0.06 0.02 0.342
O 3.757695 -3.861073 2.907499 -0.51 0.16 -0.20 -0.353
C -1.638348 3.734921 -1.611025 0.16 0.29 0.09 1.344
H -2.098639 5.601597 -0.630391 0.02 0.08 0.07 0.333
H -2.469474 4.163542 0.341116 0.04 0.00 0.09 0.368
H -1.945265 -3.727401 -1.480838 0.14 -0.01 0.01 0.308
C 3.280416 -1.507672 3.285533 0.13 -0.15 0.01 -0.474
C 2.907940 -2.782672 2.882574 0.07 -0.16 -0.01 0.581
C 5.049048 -3.688700 3.433646 0.24 0.03 0.08 -1.003
H 4.274897 -1.326332 3.660091 0.10 -0.04 0.03 0.423
O -1.996556 0.286006 -2.137115 -0.14 0.43 0.03 -0.638
H 5.020289 -3.358432 4.477071 0.00 0.01 -0.05 0.393
C -0.176536 -2.958597 -0.522439 -0.27 -0.19 -0.30 -0.328
N -0.860118 -2.013080 0.324859 -0.10 -0.19 -0.07 0.257
H -4.550593 5.277229 -0.555149 0.01 -0.12 0.00 0.365
C 0.717385 -1.921220 2.300441 0.10 -0.20 0.08 1.109
C 0.758314 1.929640 -2.612724 0.04 -0.29 -0.19 -1.049
H 2.696780 0.531761 3.524354 0.03 0.10 0.03 0.425
H -1.501846 -0.060443 0.410355 0.04 -0.07 -0.17 0.507
H 1.669068 1.329768 -2.591509 -0.03 0.02 -0.07 0.423
C -1.050337 -3.156769 -1.760059 0.20 -0.30 0.31 -0.896
H 1.161021 -0.309596 0.365056 0.00 0.11 -0.16 0.281
C -0.679193 -2.136633 1.758090 -0.05 -0.14 0.07 -1.845
H 0.430724 0.174903 2.629214 -0.10 0.10 -0.04 0.569
O -4.020233 5.130111 -2.482095 -0.05 0.14 -0.04 -0.420
C 1.527552 -5.384845 2.689091 0.06 -0.50 0.12 -0.944
H -1.383470 5.313340 -3.061598 0.07 0.03 -0.04 0.323
C 1.117801 -0.653992 2.709726 0.08 -0.09 0.17 -0.480
H 0.961459 2.819953 -3.204887 0.03 -0.02 0.01 0.408
N 0.387989 2.346943 -1.280320 0.17 0.23 0.02 0.157
N -1.444427 -1.873589 -2.300136 -0.06 -0.29 -0.46 -0.072
H -0.042554 1.363650 -3.094789 0.05 0.01 -0.07 0.251
H -2.027236 2.710311 -1.603799 0.02 0.03 0.02 0.002
H -1.897648 -1.878534 -3.204590 0.04 0.19 0.14 0.303
H -3.675448 3.322777 -3.413341 0.00 0.06 -0.04 0.345
H 0.448647 4.385887 -1.700351 0.01 -0.01 0.01 0.464
C -1.526460 -0.712977 -1.621979 0.01 -0.11 0.16 -0.377
H 0.918459 -0.218897 -1.392648 0.07 -0.02 0.01 0.574
C -0.887728 -0.692827 -0.239794 -0.03 0.33 -0.03 -0.139
C 0.489431 0.026731 -0.425148 -0.21 0.06 0.12 0.051
H -0.118458 3.926407 -0.080322 0.04 0.07 -0.18 0.457
H 0.827241 -2.615988 -0.818820 0.03 -0.05 0.03 0.220
C -0.170602 3.678915 -1.142611 -0.29 0.09 0.29 -1.933
C -2.491620 4.582836 -0.664979 -0.26 -0.19 -0.31 -0.907
H 0.771543 -6.137037 2.459636 0.04 0.03 0.06 0.282
C 1.600922 -2.999213 2.405816 -0.08 0.06 0.05 0.591

11
Properties=species:S:1:pos:R:3:forces:R:3:lowdin_spin:R:1 method="wB97M-V/def2-TZVPD" de_lowest_kj_mol=121.9 fmax_ha_per_bohr=0.0790 total_charge=+1 homo_lumo_gap_ev="7.064 / 6.475" e_homo_ha="-0.42473 / -0.42823" e_tot_ha=-507.89421 multiplicity=2 s_squared=0.759
H 1.833626 0.494716 0.282646 -0.40 -0.53 -0.87 0.005
C 0.277783 -1.142827 0.395158 1.77 1.65 -1.49 0.225
C 0.939488 0.160138 0.807928 -1.10 -1.12 -1.89 0.128
H 0.695438 -1.713445 -0.433733 0.63 0.52 0.04 0.009
Na -0.938448 1.810782 -3.606607 0.28 -0.26 0.63 0.001
C -0.444296 0.307860 -0.338325 1.82 0.52 -3.59 0.190
H -1.534567 0.191205 -0.355364 0.36 0.03 1.39 0.001
H 0.994245 0.749192 1.720293 -0.83 -0.75 0.31 0.009
O -0.108049 0.854239 -1.520448 -0.14 -1.50 2.59 0.372
H -0.352203 -1.848434 0.931110 -0.26 0.87 0.46 0.016
Hg -1.363018 0.136574 2.117344 -2.13 0.57 2.42 0.045

99
Properties=species:S:1:pos:R:3:forces:R:3:lowdin_spin:R:1 method="wB97M-V/def2-TZVPD" de_lowest_kj_mol=209.6 fmax_ha_per_bohr=0.0421 total_charge=0 homo_lumo_gap_ev="6.714 / 5.783" e_homo_ha="-0.24773 / -0.23937" e_tot_ha=-6645.74181 multiplicity=2 s_squared=0.767
C 1.969025 -3.629849 -2.372964 -0.20 -0.09 -0.01 0.000
H 2.736215 1.912986 -3.021613 -0.01 0.04 -0.01 0.001
C -5.667869 2.050448 4.411637 -0.04 0.00 0.04 0.000
C -4.147124 1.822694 2.582720 -0.05 0.04 -0.01 0.000
C -1.278341 1.426695 0.886891 -0.69 -0.49 -0.47 0.000
O -2.148017 0.719685 0.332497 -0.62 1.39 0.92 -0.005
H 3.189121 -2.476545 3.455060 0.07 -0.02 -0.05 0.001
H 1.640056 2.481481 0.648772 -0.08 0.03 0.01 0.000
C -0.277677 -2.433048 -5.267529 0.01 0.02 0.01 0.000
H 0.565904 -1.822523 -7.143324 0.00 0.00 0.00 0.000
C -1.443606 4.389688 -2.241282 -0.02 0.01 -0.02 0.000
H -1.000907 -4.964342 2.188834 -0.04 0.01 0.04 0.001
H -2.624048 -3.292959 3.122958 0.02 -0.05 0.02 0.000
C 3.438453 -1.424141 -3.899550 0.03 0.12 -0.08 0.008
H 3.014291 3.549796 0.302428 0.06 -0.06 0.02 0.000
C 0.269489 -1.512064 -6.149498 -0.01 -0.03 -0.05 -0.001
O -3.354144 -2.760814 -0.337292 0.10 -0.05 -0.08 -0.004
C -1.230429 1.611853 -2.117039 -0.10 -0.01 -0.09 -0.001
H -6.208396 1.213643 2.517900 0.01 0.02 0.00 0.000
As 2.014937 -0.573848 -0.838118 -0.40 -0.57 0.25 0.132
H 4.144658 -0.591643 -3.834647 -0.02 -0.02 0.00 0.000
H 1.657074 -4.000324 -1.394947 0.04 -0.01 -0.04 0.000
H 5.263002 -3.232496 -2.122981 -0.01 -0.02 0.05 0.000
H 0.176081 1.243104 -4.196205 0.01 0.01 0.00 0.000
C 2.552348 -2.353671 2.577070 -0.05 -0.05 0.07 0.005
Ru -0.222927 -0.879753 0.061897 2.03 0.18 -0.74 0.723
H -1.396663 2.687373 5.517319 -0.01 -0.02 0.01 0.000
C -0.769128 -0.482870 3.767014 0.09 0.04 -0.09 0.001
H 5.239012 -1.860407 -1.009445 0.01 -0.06 -0.02 0.000
H 2.268768 -4.457851 2.326549 0.01 0.00 0.06 0.001
H -3.429119 -0.277313 -1.330012 -0.04 0.01 0.04 0.000
C -2.468043 -2.179211 -0.923470 0.17 -0.06 -0.23 0.001
C 0.655394 -0.937869 4.077611 -0.09 0.06 -0.02 -0.001
C -0.115466 2.415259 -1.898399 -0.08 0.06 0.05 0.000
C -1.625625 2.760450 1.525353 0.09 -0.11 0.04 -0.001
H 3.126607 2.301679 1.561358 -0.04 0.01 -0.01 0.000
C 4.647436 -2.687318 -1.399946 0.19 -0.04 0.06 0.003
H 0.679130 -1.974936 4.408374 0.00 0.01 0.03 0.000
H 1.065766 -3.389203 -2.931216 0.04 -0.08 0.02 0.000
C -4.659527 2.587060 5.197794 0.00 -0.02 0.03 0.000
H 3.624905 3.236354 -2.251493 0.03 -0.04 -0.01 0.000
H 0.845902 0.534506 -6.444584 0.02 -0.01 0.01 0.000
C -2.720801 -0.948616 -1.801342 -0.04 -0.02 -0.17 -0.001
H -1.408369 -0.608202 4.643027 0.02 0.03 0.03 0.000
C -1.074150 -3.946784 1.801363 0.05 -0.05 0.02 0.002
H -3.333996 1.604909 -2.570677 0.00 0.00 0.02 0.000
C -0.497536 -0.710925 -3.591796 0.22 -0.12 0.07 0.000
Cl -7.265147 1.862742 5.085642 0.05 0.00 -0.01 0.000
C 1.641680 -3.573484 2.452421 -0.01 -0.04 0.05 0.004
H 5.670689 1.557828 0.151381 -0.01 -0.04 -0.02 0.001
H -2.486578 3.207912 1.026734 -0.03 -0.04 0.03 0.000
H 4.422852 -3.359676 -0.567738 0.01 0.01 -0.01 0.000
O -1.860418 2.576978 2.919266 -0.02 0.20 0.04 0.000
H 2.518786 -1.047980 -4.350645 0.04 -0.01 -0.04 0.000
H -1.083713 -2.758224 -3.307927 0.04 0.01 -0.01 0.000
H -1.010583 -3.091205 3.801289 -0.02 -0.01 0.01 0.000
C 2.722456 2.530175 0.572014 -0.03 0.10 0.16 0.000
H -3.103106 -1.273380 -2.770337 -0.03 0.00 0.00 0.000
H 2.495371 -4.432924 -2.898519 0.02 0.05 0.00 0.000
S 1.743033 -0.745968 2.644256 -0.09 0.03 0.00 0.008
H 0.658103 4.410737 -1.794466 -0.01 -0.01 0.00 0.000
H -1.953160 4.300645 5.135732 -0.01 -0.01 0.00 0.000
C -1.597279 -3.013924 2.886304 0.04 0.06 -0.04 0.000
C -0.658905 -2.036853 -3.994406 -0.09 0.04 -0.06 -0.001
H 3.867289 -2.180471 -4.565594 -0.03 0.01 0.07 0.001
C 3.566387 2.148451 -2.354076 0.03 0.07 -0.12 0.003
C -2.275878 3.333136 5.525395 0.02 0.02 -0.06 0.000
S 0.501135 -3.493512 1.050243 0.13 0.00 -0.03 0.030
P -1.063408 -0.193178 -1.943973 -0.03 0.60 0.59 -0.005
C -5.422216 1.658923 3.112018 0.04 -0.01 -0.03 0.000
H 4.966635 0.031818 0.718708 0.04 0.03 0.02 0.001
H -1.529381 5.467902 -2.288665 0.01 -0.01 0.01 0.000
C -3.147531 2.382766 3.361934 0.09 -0.04 -0.08 0.000
H 5.572432 0.171202 -0.939942 -0.01 0.06 0.02 0.000
C -0.219195 3.798761 -1.965998 0.01 -0.03 0.01 0.000
Si 3.058376 -2.132727 -2.213833 0.02 -0.12 0.05 0.024
H 3.196469 -2.267390 1.699667 0.02 -0.03 -0.02 0.003
C 0.430926 -0.191980 -5.757665 -0.07 0.04 0.03 0.000
H -4.874731 2.879622 6.217789 0.00 -0.01 -0.01 0.000
H 0.829711 1.950161 -1.653236 0.02 -0.01 -0.01 0.001
Si 3.373665 1.311815 -0.676877 -0.18 0.07 -0.30 0.018
H -0.763468 3.420757 1.450669 0.00 0.05 0.00 0.000
O -1.187512 -2.511159 -0.920628 -0.51 -0.22 0.27 0.034
C 0.051985 0.208741 -4.483930 0.00 -0.06 -0.06 0.000
C 5.053381 0.700764 -0.139371 0.17 0.00 0.07 0.006
H -3.931448 1.490846 1.576659 0.02 -0.02 -0.02 0.000
S -1.621877 -1.271280 2.378353 -0.31 -0.42 0.08 0.003
H 1.061597 -3.722851 3.363335 0.03 0.00 0.01 0.000
H -0.407948 -3.465194 -5.567338 0.01 0.01 0.00 0.000
H -2.604701 3.464905 6.554917 0.00 0.01 0.00 0.000
H 1.032415 -0.326013 4.898440 -0.01 -0.03 0.04 0.000
C -3.381881 2.757290 4.687496 -0.03 -0.02 0.06 0.000
H 4.482109 1.811292 -2.846962 -0.02 0.01 0.01 0.000
H -1.765358 -3.950482 0.960451 -0.01 -0.04 -0.04 0.000
C -2.455081 2.212924 -2.399140 0.01 -0.02 -0.12 0.000
H -0.774495 0.574811 3.502596 0.00 0.02 0.07 0.000
O -0.070958 1.031412 0.969766 0.00 -0.21 -0.33 0.006
C -2.561911 3.594178 -2.458754 0.03 -0.01 0.01 0.000
H -3.521283 4.050226 -2.668512 0.02 -0.01 -0.01 0.000